1.
ORCA calculation (ωB97M-V/def2-TZVPD) on a molecular structure, C7H12Br6F3InO3STi in a non-equilibrium geometry.

XYZ file:
```
34
Properties=species:S:1:pos:R:3:lowdin_charge:R:1
In -1.941 -3.464 4.030 1.032
Ti -2.170 2.161 3.149 0.954
C 0.573 -0.858 0.377 -0.609
F 1.694 -0.222 0.616 0.150
F -0.053 -0.269 -0.672 0.128
F 0.857 -2.154 0.109 0.149
S -0.481 -0.732 1.950 0.504
O 0.078 -1.495 3.099 -0.467
O -0.704 0.712 2.163 -0.509
O -1.780 -1.450 1.718 -0.469
Br -2.898 -4.491 0.770 0.616
C -2.605 -4.650 -1.127 -0.671
C -1.398 -3.846 -1.538 -0.737
Br -1.222 -3.861 -3.479 0.660
H -3.432 -4.126 -1.605 0.062
H -2.478 -5.703 -1.379 0.074
H -0.439 -4.057 -1.066 0.052
H -1.454 -2.782 -1.312 0.027
Br 2.267 0.732 4.384 0.738
C 2.332 2.474 3.558 -0.660
C 2.317 2.435 1.978 -0.633
Br 2.814 4.082 1.010 0.773
H 3.340 2.773 3.846 0.044
H 1.680 3.235 3.985 0.063
H 1.331 2.199 1.578 0.016
H 3.044 1.687 1.662 0.048
Br -2.250 2.989 -3.783 0.615
C -0.249 3.372 -3.395 -0.586
C 0.494 2.059 -3.621 -0.569
Br 2.389 2.346 -3.061 0.952
H -0.272 3.661 -2.344 0.046
H 0.136 4.192 -4.002 0.071
H 0.452 1.708 -4.652 0.090
H 0.027 1.341 -2.947 0.046
```

The HOMO-LUMO gap (alpha / beta) comes out at 7.15 / 2.35 eV. The total charge is +2. Its multiplicity is 5.

---

2.
ORCA calculation (ωB97M-V/def2-TZVPD) on a molecular structure, C7H12BrF9NO10S3Ti in a non-equilibrium geometry.

XYZ file:
```
44
Properties=species:S:1:pos:R:3:lowdin_charge:R:1
Ti -0.622 -2.010 0.290 0.726
Br 0.219 -1.432 2.757 -0.209
C 1.327 1.155 0.173 -0.075
C 1.406 2.650 0.615 -0.303
C 0.885 2.918 2.081 -0.192
O 0.896 4.332 2.390 -0.265
C 0.188 4.607 3.613 -0.110
N 2.917 3.013 0.578 0.111
H 3.063 3.928 0.978 0.004
H 3.603 2.379 0.961 0.027
H 3.235 3.342 -0.323 -0.009
H 2.061 0.458 0.577 0.067
H 1.355 1.067 -0.913 0.072
H 0.324 0.802 0.412 0.031
H 0.847 3.349 -0.008 0.115
H 1.520 2.302 2.717 0.118
H -0.141 2.548 2.075 0.115
H 0.377 4.085 4.551 0.087
H -0.851 4.492 3.304 0.083
H 0.300 5.685 3.724 0.079
C 3.130 -1.388 -2.269 -0.699
F 4.067 -1.952 -3.025 0.133
F 3.558 -1.009 -1.093 0.137
F 2.732 -0.251 -2.857 0.098
S 1.706 -2.587 -2.243 0.553
O 0.663 -1.928 -1.435 -0.437
O 1.383 -2.730 -3.682 -0.311
O 2.199 -3.825 -1.635 -0.306
C -3.471 -5.196 -0.436 -0.655
F -3.880 -4.498 -1.524 0.101
F -3.628 -4.480 0.640 0.145
F -4.181 -6.349 -0.357 0.100
S -1.609 -5.512 -0.655 0.559
O -1.538 -5.618 -2.135 -0.333
O -1.004 -4.311 -0.078 -0.410
O -1.360 -6.761 0.102 -0.345
C -2.106 1.830 -1.137 -0.622
F -2.774 2.869 -1.740 0.084
F -1.245 1.436 -1.984 0.177
F -1.544 2.342 -0.010 0.098
S -3.323 0.273 -0.806 0.546
O -4.331 0.886 0.081 -0.347
O -3.919 -0.153 -2.052 -0.305
O -2.435 -0.758 -0.223 -0.437
```

The HOMO-LUMO gap (alpha / beta) comes out at 3.90 / 9.02 eV. The total charge is -2. Its multiplicity is 4.

---

3.
ORCA calculation (ωB97M-V/def2-TZVPD) on a single C7H12BrNO2 molecule in a non-equilibrium geometry.

XYZ file:
```
23
Properties=species:S:1:pos:R:3:lowdin_charge:R:1
C 1.012 -0.446 -0.178 -0.215
C 1.225 1.009 -0.558 -0.158
C -0.398 -0.922 -0.443 -0.195
C 0.283 1.945 0.203 -0.462
C -0.784 -1.909 0.561 -0.066
C -0.206 1.579 1.339 -0.521
C -0.011 3.143 -0.577 -0.065
N -0.662 -3.205 0.322 -0.348
O -0.843 -4.121 1.079 -0.014
O -0.362 -3.626 -1.022 0.018
Br -1.551 2.550 2.375 0.631
H 1.776 -1.111 -0.690 0.140
H 1.230 -0.518 0.952 0.124
H 2.222 1.397 -0.402 0.125
H 0.861 1.151 -1.545 0.101
H -1.163 0.005 -0.158 0.174
H -0.493 -1.390 -1.382 0.096
H -0.787 -4.547 -1.035 0.149
H -1.109 -1.786 1.667 0.179
H 0.080 0.618 1.768 0.048
H -0.656 3.788 -0.022 0.038
H -0.633 2.823 -1.480 0.126
H 0.968 3.572 -0.772 0.096
```

The HOMO-LUMO gap comes out at 9.46 eV. The calculation puts the energy relative to the best compared isomer or geometry (same formula, charge and spin) at 86.7 kcal/mol. The SMILES is C/C(=C\Br)CCC/C=[N+](/[O-])O.

---

Question: Which formula does entry 2 have?
Answer: C7H12BrF9NO10S3Ti

---

Question: Number 1 is which compound?
Answer: C7H12Br6F3InO3STi